A cluster of 2 separate species, C4H12NO2 in total at a distorted geometry. Source: the OMol25 dataset; level of theory: wB97M-V/def2-TZVPD.

Values from the calculation:
- ΔE to the lowest compared entry with this formula, charge and spin: 25.40 kcal/mol
- Total charge: +1
- DFT total energy: -364.59475 Eh
- F_max: 2.145 eV Å⁻¹

Each line ends with the Löwdin charge.
Positions of all 19 atoms, in Å:
O (0.9668, 2.0758, 0.4433)  0.10
C (0.6501, 1.7099, -0.6494)  -0.16
C (-0.1742, 0.4234, -0.8045)  -0.24
C (0.6598, -0.8224, -0.7574)  -0.20
C (-0.0463, -2.0706, -1.2988)  -0.07
N (-1.1235, 0.4175, 0.4063)  0.23
H (0.9225, 2.2171, -1.5921)  0.15
H (-0.8599, 0.5746, -1.6298)  0.16
H (1.5270, -0.6646, -1.4110)  0.13
H (1.1165, -0.9793, 0.2135)  0.13
H (-0.6176, -2.6058, -0.5404)  0.08
H (0.6725, -2.7977, -1.6733)  0.09
H (-0.6901, -1.8401, -2.1452)  0.08
H (-1.5125, -0.5226, 0.4568)  0.16
H (-0.6070, 0.6016, 1.2892)  0.09
H (-1.8540, 1.1160, 0.3049)  0.18
H (0.6744, 1.5951, 2.6571)  0.06
H (0.2141, 0.7147, 3.8395)  0.08
O (0.0814, 0.8574, 2.8915)  -0.05